The following is a quantum chemistry calculation of C20H18Cl4GeN4OOsS as an isolated structure, from the OMol25 dataset.

XYZ file:
```
50
C20H18Cl4GeN4OOsS, DFT ωB97M-V with the def2-TZVPD basis set
Os -1.21 1.10 0.61
Cl 3.18 1.42 6.36
C 1.91 1.38 5.28
C 0.58 1.50 5.74
C -0.44 1.47 4.85
C -0.20 1.31 3.43
O -1.23 1.32 2.68
C 1.17 1.17 2.97
C 1.58 1.00 1.58
N 0.82 0.87 0.56
C 1.33 0.76 -0.79
C 2.63 0.47 -1.12
C 3.02 0.45 -2.48
C 2.11 0.71 -3.47
C 0.76 0.97 -3.14
C -0.23 1.25 -4.11
C -1.53 1.48 -3.73
C -1.84 1.45 -2.37
N -0.94 1.21 -1.42
C 0.37 0.98 -1.79
C 2.18 1.22 3.89
H 0.40 1.63 6.80
H -1.47 1.56 5.16
H 2.66 1.00 1.43
H 3.38 0.26 -0.37
H 4.05 0.23 -2.72
H 2.41 0.71 -4.51
H 0.04 1.28 -5.16
H -2.31 1.69 -4.44
H -2.86 1.62 -2.03
H 3.22 1.13 3.59
S -2.04 -1.18 0.73
C -1.10 -2.23 -0.31
N -1.42 -2.35 -1.58
C -0.79 -3.33 -2.48
C 0.64 -3.55 -2.03
C 0.65 -3.95 -0.56
N -0.12 -2.95 0.20
H -2.23 -1.84 -1.89
H -0.84 -2.94 -3.50
H -1.36 -4.26 -2.45
H 1.21 -2.62 -2.15
H 1.12 -4.32 -2.63
H 1.65 -3.99 -0.16
H 0.19 -4.93 -0.42
H 0.01 -2.89 1.20
Cl -3.40 2.05 0.56
Ge -5.13 2.81 2.10
Cl -4.16 4.16 3.38
Cl -6.40 3.70 0.71
```

2S+1	6
maximum force	0.4	eV/A
HOMO level (spin up / spin down)	-16.428 / -17.531	eV
charge	+3

The following is a quantum chemistry calculation of C4H6F3N4O14Pt as an isolated structure, from the OMol25 dataset.

XYZ file:
```
32
C4H6F3N4O14Pt, DFT ωB97M-V with the def2-TZVPD basis set
Pt 12.31 -20.62 18.73
N 10.16 -21.97 20.67
O 8.96 -22.00 20.39
O 10.55 -21.77 21.85
O 11.05 -22.09 19.76
N 9.51 -20.70 16.77
O 8.74 -19.74 16.92
O 9.21 -21.77 16.19
O 10.73 -20.59 17.17
N 12.27 -18.95 20.92
O 11.25 -19.06 20.20
O 13.26 -19.56 20.43
O 12.32 -18.33 21.98
N 13.07 -18.52 16.29
O 12.31 -17.59 15.93
O 13.10 -18.77 17.53
O 13.75 -19.15 15.46
C 14.81 -22.65 18.68
O 15.14 -21.75 19.71
O 13.69 -22.18 18.03
C 15.97 -23.22 17.85
F 17.06 -23.38 18.65
F 15.67 -24.42 17.33
F 16.36 -22.46 16.81
C 15.95 -20.62 19.43
C 16.52 -20.17 20.78
H 15.74 -19.69 21.35
H 16.90 -21.06 21.28
H 17.30 -19.41 20.65
H 15.46 -19.83 18.86
H 16.78 -20.92 18.78
H 14.52 -23.58 19.20
```

relative energy (zero: lowest compared OMol25 entry of this formula, charge and spin)	0.0000	eV
2S+1	3
maximum force	3.9	eV/A
HOMO level (spin up / spin down)	0.802 / 0.526	eV
charge	-3

The following is a quantum chemistry calculation of a 7-piece molecular cluster, C25H44F12O17S3 overall, from the OMol25 dataset.

XYZ file:
```
101
C25H44F12O17S3, DFT ωB97M-V with the def2-TZVPD basis set
O 25.40 -7.71 -24.95
S 26.21 -7.02 -25.89
O 26.26 -7.37 -27.29
O 25.77 -5.46 -25.90
C 24.46 -5.11 -25.45
C 23.36 -5.52 -26.42
C 27.87 -6.73 -25.27
H 24.46 -4.02 -25.39
H 24.21 -5.53 -24.48
H 22.93 -6.52 -26.34
H 23.60 -5.41 -27.48
H 22.51 -4.86 -26.23
H 28.55 -7.53 -25.54
H 27.83 -6.50 -24.21
H 28.13 -5.81 -25.79
O 21.56 -4.42 -23.92
S 20.20 -4.04 -23.80
O 19.27 -4.28 -24.87
O 19.62 -4.63 -22.38
C 18.22 -4.79 -22.24
C 17.81 -5.11 -20.82
C 20.08 -2.30 -23.31
H 17.78 -5.52 -22.92
H 17.78 -3.85 -22.63
H 18.21 -6.08 -20.52
H 16.73 -5.14 -20.68
H 18.22 -4.37 -20.13
H 19.05 -2.13 -23.05
H 20.51 -1.66 -24.08
H 20.71 -2.25 -22.42
O 15.97 -10.70 -14.95
S 16.56 -10.40 -16.23
O 15.78 -10.55 -17.45
O 17.18 -8.94 -16.21
C 17.81 -8.49 -17.40
C 18.39 -7.09 -17.12
C 18.08 -11.38 -16.34
H 17.17 -8.36 -18.26
H 18.74 -9.03 -17.60
H 19.18 -7.14 -16.37
H 17.58 -6.41 -16.86
H 18.90 -6.68 -17.99
H 18.72 -10.90 -15.60
H 18.53 -11.26 -17.32
H 17.87 -12.41 -16.06
C 18.01 -0.66 -26.00
C 18.25 0.40 -24.93
O 17.50 0.05 -23.75
C 18.06 0.15 -22.57
O 19.11 0.63 -22.26
C 17.11 -0.42 -21.46
F 15.97 -0.88 -21.95
F 17.81 -1.40 -20.85
F 16.84 0.50 -20.53
H 18.83 -0.57 -26.71
H 17.12 -0.43 -26.58
H 17.95 -1.68 -25.64
H 17.91 1.40 -25.20
H 19.29 0.50 -24.61
C 15.00 -10.03 -22.44
C 15.26 -9.27 -21.13
O 16.62 -8.80 -21.17
C 17.57 -9.65 -20.87
O 17.46 -10.69 -20.29
C 19.00 -9.21 -21.29
F 19.60 -8.64 -20.24
F 19.72 -10.22 -21.74
F 18.88 -8.30 -22.26
H 15.06 -9.37 -23.30
H 14.01 -10.49 -22.40
H 15.68 -10.87 -22.61
H 15.05 -9.93 -20.29
H 14.60 -8.42 -21.05
C 14.88 -10.31 -28.34
C 15.22 -10.54 -26.87
O 15.41 -9.30 -26.15
C 16.66 -8.83 -26.15
O 17.57 -9.38 -26.69
C 16.81 -7.40 -25.64
F 15.82 -7.00 -24.84
F 17.96 -7.23 -25.03
F 16.77 -6.61 -26.73
H 14.53 -9.29 -28.54
H 13.97 -10.87 -28.55
H 15.68 -10.49 -29.05
H 16.14 -11.11 -26.83
H 14.43 -11.08 -26.38
C 14.65 1.58 -17.98
C 13.94 0.33 -17.46
O 14.95 -0.59 -17.02
C 15.54 -1.41 -17.88
O 15.09 -1.60 -18.98
C 16.88 -1.95 -17.40
F 17.13 -3.12 -17.98
F 17.83 -1.09 -17.74
F 16.90 -2.12 -16.09
H 13.91 2.37 -18.05
H 15.13 1.35 -18.93
H 15.44 1.96 -17.33
H 13.35 -0.10 -18.26
H 13.23 0.52 -16.66
```

relative energy (zero: lowest compared OMol25 entry of this formula, charge and spin)	0.7188	eV
maximum force	2.9	eV/A
HOMO level	-10.540	eV
charge	0
SMILES	CCOC(=O)C(F)(F)F.CCOC(=O)C(F)(F)F.CCOC(=O)C(F)(F)F.CCOC(=O)C(F)(F)F.CCOS(C)(=O)=O.CCOS(C)(=O)=O.CCOS(C)(=O)=O

The following is a quantum chemistry calculation of a 2-piece molecular cluster, C4H14N4 overall, from the OMol25 dataset.

XYZ file:
```
22
C4H14N4, DFT ωB97M-V with the def2-TZVPD basis set
C 1.04 -1.49 -1.05
N 0.82 0.43 -0.30
N 1.50 1.38 -1.09
N 1.35 0.33 1.03
H 2.48 1.15 -1.01
H 1.38 2.31 -0.67
H 1.14 1.21 1.51
H 0.77 -0.38 1.49
H 1.09 -2.28 -0.31
H 0.55 -1.77 -1.97
H 2.05 -1.16 -1.31
C -1.32 1.49 0.44
N -1.04 -1.45 1.20
C -1.08 -1.02 -0.19
C -0.69 0.40 -0.44
H -1.92 -1.32 1.70
H -0.81 -2.44 1.26
H -1.94 -1.34 -0.77
H -0.86 0.63 -1.49
H -0.87 2.48 0.27
H -2.38 1.56 0.20
H -1.24 1.25 1.50
```

relative energy (zero: lowest compared OMol25 entry of this formula, charge and spin)	6.3665	eV
maximum force	1.1	eV/A
HOMO level (spin up / spin down)	-6.423 / -6.419	eV
charge	0